C20H25N3O3 | the ωB97M-V functional and the def2-TZVPD basis

Bonds (Å) are listed after each position.
Cartesian coordinates (Å):
1 C -1.972 -0.375 -2.374  C2 1.527, H27 1.087, H28 1.086, H29 1.088
2 C -3.143 0.381 -1.750  C1 1.527, N3 1.453, H30 1.092, H31 1.103
3 N -2.965 0.531 -0.316  C2 1.453, C4 1.450, C6 1.450
4 C -3.488 1.771 0.225  N3 1.450, C5 1.534, H32 1.094, H33 1.092
5 C -5.004 1.970 0.112  C4 1.534, H34 1.088, H35 1.088, H36 1.087
6 C -3.303 -0.658 0.442  N3 1.450, C7 1.531, H37 1.091, H38 1.102
7 C -2.476 -0.735 1.728  C6 1.531, N8 1.443, H39 1.093, H40 1.096
8 N -1.085 -0.525 1.404  C7 1.443, C9 1.330, H41 1.014
9 C -0.095 -1.029 2.135  N8 1.330, O10 1.216, C11 1.551
10 O -0.227 -1.796 3.069  C9 1.216
11 C 1.327 -0.650 1.644  C9 1.551, C12 1.543, N20 1.450, H42 1.096
12 C 1.473 0.844 1.283  C11 1.543, O13 1.210, C14 1.488
13 O 0.631 1.649 1.605  C12 1.210
14 C 2.792 1.254 0.731  C12 1.488, C15 1.393, C19 1.394
15 C 3.942 0.471 0.794  C14 1.393, C16 1.384, H43 1.080
16 C 5.124 0.930 0.242  C15 1.384, C17 1.385, H44 1.080
17 C 5.174 2.166 -0.380  C16 1.385, C18 1.386, H45 1.080
18 C 4.036 2.954 -0.441  C17 1.386, C19 1.381, H46 1.080
19 C 2.855 2.502 0.113  C14 1.394, C18 1.381, H47 1.079
20 N 1.652 -1.501 0.516  C11 1.450, C21 1.347, C25 1.388
21 C 2.124 -2.750 0.697  N20 1.347, C22 1.361, H48 1.080
22 C 2.357 -3.576 -0.358  C21 1.361, C23 1.408, H49 1.076
23 C 2.081 -3.107 -1.657  C22 1.408, C24 1.360, H50 1.080
24 C 1.588 -1.852 -1.840  C23 1.360, C25 1.428, H51 1.078
25 C 1.339 -0.984 -0.734  N20 1.388, C24 1.428, O26 1.232
26 O 0.887 0.160 -0.797  C25 1.232
27 H -2.058 -0.358 -3.458  C1 1.087
28 H -1.039 0.099 -2.083  C1 1.086
29 H -1.947 -1.413 -2.051  C1 1.088
30 H -3.174 1.381 -2.187  C2 1.092
31 H -4.090 -0.126 -1.999  C2 1.103
32 H -2.980 2.586 -0.299  C4 1.094
33 H -3.194 1.830 1.275  C4 1.092
34 H -5.322 1.940 -0.928  C5 1.088
35 H -5.543 1.201 0.661  C5 1.088
36 H -5.276 2.936 0.528  C5 1.087
37 H -3.063 -1.526 -0.174  C6 1.091
38 H -4.373 -0.718 0.701  C6 1.102
39 H -2.579 -1.715 2.201  C7 1.093
40 H -2.808 0.023 2.447  C7 1.096
41 H -0.917 0.165 0.681  N8 1.014
42 H 2.011 -0.870 2.471  C11 1.096
43 H 3.939 -0.491 1.286  C15 1.080
44 H 6.013 0.318 0.299  C16 1.080
45 H 6.100 2.515 -0.813  C17 1.080
46 H 4.071 3.920 -0.923  C18 1.080
47 H 1.954 3.094 0.073  C19 1.079
48 H 2.294 -3.052 1.720  C21 1.080
49 H 2.742 -4.569 -0.198  C22 1.076
50 H 2.260 -3.751 -2.504  C23 1.080
51 H 1.356 -1.464 -2.818  C24 1.078

Output
- SMILES = CCN(CC)CCNC(=O)[C@H](C(=O)c1ccccc1)n1ccccc1=O
- Kohn-Sham gap (eV) = 8.57
- LUMO energy (hartree) = 0.0079
- energy above the lowest of the compared OMol25 structures with the same formula, charge and spin (kcal/mol) = 45.47
- highest occupied orbital energy (Ha) = -0.307

C20H25N3O4 | the ωB97M-V functional and the def2-TZVPD basis

Bonds (Å) are listed after each position.
Cartesian coordinates (Å):
1 C -1.404 -1.153 -2.703  C2 1.520, H28 1.086, H29 1.087, H30 1.087
2 C -0.511 -2.372 -2.537  C1 1.520, O3 1.414, H31 1.100, H32 1.101
3 O 0.493 -2.085 -1.584  C2 1.414, C4 1.416
4 C 1.383 -3.160 -1.345  O3 1.416, C5 1.536, H33 1.093, H34 1.098
5 C 0.860 -4.151 -0.295  C4 1.536, C6 1.533, H35 1.092, H36 1.090
6 C 1.200 -3.690 1.127  C5 1.533, N7 1.442, H37 1.093, H38 1.094
7 N 0.850 -2.308 1.337  C6 1.442, C8 1.347, H39 1.008
8 C 1.779 -1.333 1.328  N7 1.347, O9 1.212, C10 1.539
9 O 2.973 -1.542 1.340  C8 1.212
10 C 1.203 0.094 1.352  C8 1.539, N11 1.449, C21 1.509, H40 1.097
11 N -0.133 0.172 0.799  C10 1.449, C12 1.352, H41 1.009
12 C -1.217 0.465 1.551  N11 1.352, O13 1.218, C14 1.489
13 O -1.193 0.486 2.769  C12 1.218
14 C -2.467 0.732 0.787  C12 1.489, C15 1.423, C20 1.366
15 C -2.489 1.320 -0.509  C14 1.423, C16 1.354, H42 1.081
16 C -3.663 1.570 -1.135  C15 1.354, C17 1.444, H43 1.078
17 C -4.936 1.252 -0.534  C16 1.444, O18 1.214, N19 1.400
18 O -6.035 1.410 -1.024  C17 1.214
19 N -4.827 0.712 0.753  C17 1.400, C20 1.343, H44 1.014
20 C -3.667 0.475 1.387  C14 1.366, N19 1.343, H45 1.081
21 C 2.123 1.018 0.595  C10 1.509, C22 1.386, C27 1.390
22 C 2.750 2.087 1.217  C21 1.386, C23 1.383, H46 1.080
23 C 3.580 2.926 0.496  C22 1.383, C24 1.389, H47 1.081
24 C 3.802 2.718 -0.860  C23 1.389, C25 1.498, C26 1.389
25 C 4.722 3.617 -1.629  C24 1.498, H48 1.087, H49 1.088, H50 1.090
26 C 3.171 1.644 -1.477  C24 1.389, C27 1.382, H51 1.081
27 C 2.342 0.802 -0.761  C21 1.390, C26 1.382, H52 1.081
28 H -2.133 -1.335 -3.487  C1 1.086
29 H -1.934 -0.941 -1.777  C1 1.087
30 H -0.804 -0.289 -2.974  C1 1.087
31 H -1.113 -3.236 -2.219  C2 1.100
32 H -0.038 -2.628 -3.498  C2 1.101
33 H 2.313 -2.707 -0.992  C4 1.093
34 H 1.586 -3.681 -2.290  C4 1.098
35 H -0.223 -4.247 -0.403  C5 1.092
36 H 1.305 -5.132 -0.464  C5 1.090
37 H 2.277 -3.760 1.293  C6 1.093
38 H 0.683 -4.317 1.861  C6 1.094
39 H -0.122 -2.050 1.257  N7 1.008
40 H 1.126 0.399 2.404  C10 1.097
41 H -0.202 0.081 -0.204  N11 1.009
42 H -1.557 1.604 -0.978  C15 1.081
43 H -3.698 2.028 -2.111  C16 1.078
44 H -5.708 0.510 1.210  N19 1.014
45 H -3.706 0.070 2.388  C20 1.081
46 H 2.590 2.263 2.270  C22 1.080
47 H 4.065 3.754 0.993  C23 1.081
48 H 4.498 3.586 -2.692  C25 1.087
49 H 4.642 4.644 -1.279  C25 1.088
50 H 5.755 3.295 -1.490  C25 1.090
51 H 3.337 1.463 -2.530  C26 1.081
52 H 1.870 -0.037 -1.253  C27 1.081

Output
- SMILES = CCOCCCNC(=O)[C@H](NC(=O)c1ccc(=O)[nH]c1)c1ccc(C)cc1
- Kohn-Sham gap (eV) = 9.05
- LUMO energy (hartree) = 0.0104
- energy above the lowest of the compared OMol25 structures with the same formula, charge and spin (kcal/mol) = 29.17
- highest occupied orbital energy (Ha) = -0.322

C20H25N3O7S | the ωB97M-V functional and the def2-TZVPD basis

Bonds (Å) are listed after each position.
Cartesian coordinates (Å):
1 C 0.770 6.539 0.326  O2 1.407, H32 1.089, H33 1.095, H34 1.095
2 O 0.483 5.168 0.194  C1 1.407, C3 1.364
3 C 1.526 4.289 0.168  O2 1.364, C4 1.388, C31 1.394
4 C 2.867 4.631 0.268  C3 1.388, C5 1.387, H35 1.078
5 C 3.844 3.648 0.233  C4 1.387, C6 1.389, H36 1.078
6 C 3.516 2.306 0.086  C5 1.389, O7 1.353, C9 1.409
7 O 4.409 1.290 0.091  C6 1.353, C8 1.407
8 C 5.782 1.591 0.146  O7 1.407, H37 1.089, H38 1.094, H39 1.096
9 C 2.155 1.957 -0.026  C6 1.409, C10 1.473, C31 1.385
10 C 1.758 0.553 -0.224  C9 1.473, N11 1.296, C30 1.421
11 N 2.422 -0.152 -1.086  C10 1.296, S12 1.608
12 S 1.871 -1.604 -1.500  N11 1.608, O13 1.422, O14 1.435, N15 1.727
13 O 2.918 -2.488 -1.882  S12 1.422
14 O 0.741 -1.484 -2.376  S12 1.435
15 N 1.206 -2.213 -0.028  S12 1.727, C16 1.438, C17 1.344
16 C 1.148 -3.634 0.187  N15 1.438, H40 1.090, H41 1.094, H42 1.089
17 C 0.482 -1.317 0.664  N15 1.344, C18 1.514, C30 1.365
18 C -0.566 -1.838 1.625  C17 1.514, O19 1.215, N20 1.347
19 O -0.360 -1.939 2.818  C18 1.215
20 N -1.718 -2.194 1.026  C18 1.347, C21 1.447, C25 1.448
21 C -2.042 -1.970 -0.367  N20 1.447, C22 1.529, H43 1.091, H44 1.096
22 C -3.063 -0.838 -0.484  C21 1.529, C23 1.543, H45 1.090, H46 1.090
23 C -4.324 -1.195 0.332  C22 1.543, C24 1.531, O26 1.414, O29 1.411
24 C -3.933 -1.496 1.781  C23 1.531, C25 1.527, H47 1.090, H48 1.089
25 C -2.859 -2.581 1.829  N20 1.448, C24 1.527, H49 1.091, H50 1.094
26 O -4.984 -2.316 -0.223  C23 1.414, C27 1.411
27 C -5.933 -1.842 -1.154  O26 1.411, C28 1.544, H51 1.092, H52 1.097
28 C -6.111 -0.350 -0.803  C27 1.544, O29 1.411, H53 1.097, H54 1.091
29 O -5.266 -0.145 0.308  C23 1.411, C28 1.411
30 C 0.700 0.027 0.565  C10 1.421, C17 1.365, H55 1.078
31 C 1.186 2.944 0.028  C3 1.394, C9 1.385, H56 1.078
32 H -0.195 7.043 0.319  C1 1.089
33 H 1.283 6.755 1.269  C1 1.095
34 H 1.374 6.906 -0.510  C1 1.095
35 H 3.176 5.659 0.375  C4 1.078
36 H 4.875 3.953 0.319  C5 1.078
37 H 6.292 0.631 0.085  C8 1.089
38 H 6.092 2.217 -0.697  C8 1.094
39 H 6.051 2.085 1.086  C8 1.096
40 H 1.195 -3.858 1.253  C16 1.090
41 H 0.238 -4.066 -0.240  C16 1.094
42 H 2.014 -4.050 -0.325  C16 1.089
43 H -1.152 -1.736 -0.954  C21 1.091
44 H -2.494 -2.888 -0.758  C21 1.096
45 H -3.326 -0.690 -1.531  C22 1.090
46 H -2.652 0.093 -0.093  C22 1.090
47 H -3.569 -0.573 2.231  C24 1.090
48 H -4.821 -1.824 2.322  C24 1.089
49 H -2.512 -2.732 2.852  C25 1.091
50 H -3.269 -3.514 1.432  C25 1.094
51 H -6.849 -2.421 -1.022  C27 1.092
52 H -5.567 -1.974 -2.180  C27 1.097
53 H -5.815 0.298 -1.638  C28 1.097
54 H -7.129 -0.103 -0.499  C28 1.091
55 H 0.136 0.691 1.200  C30 1.078
56 H 0.143 2.693 -0.076  C31 1.078

Output
- SMILES = COc1ccc(OC)c(C2=NS(=O)(=O)N(C)C(C(=O)N3CCC4(CC3)OCCO4)=C2)c1
- Kohn-Sham gap (eV) = 7.99
- LUMO energy (hartree) = -0.0060
- energy above the lowest of the compared OMol25 structures with the same formula, charge and spin (kcal/mol) = 52.24
- highest occupied orbital energy (Ha) = -0.299

C20H25N5O2 | the ωB97M-V functional and the def2-TZVPD basis

Bonds (Å) are listed after each position.
Cartesian coordinates (Å):
1 C -6.824 -2.830 -0.539  C2 1.498, H28 1.089, H29 1.089, H30 1.087
2 C -5.696 -1.861 -0.353  C1 1.498, C3 1.404, C7 1.377
3 C -5.935 -0.489 -0.533  C2 1.404, C4 1.376, H31 1.080
4 C -4.952 0.462 -0.382  C3 1.376, C5 1.392, H32 1.076
5 C -3.673 0.034 -0.035  C4 1.392, C6 1.419, N27 1.378
6 C -3.412 -1.349 0.150  C5 1.419, C7 1.396, C8 1.416
7 C -4.433 -2.288 -0.011  C2 1.377, C6 1.396, H33 1.080
8 C -2.044 -1.486 0.491  C6 1.416, C9 1.368, H34 1.071
9 C -1.513 -0.226 0.509  C8 1.368, C10 1.448, N27 1.399
10 C -0.158 0.203 0.789  C9 1.448, O11 1.225, N12 1.371
11 O 0.772 -0.551 1.047  C10 1.225
12 N 0.015 1.562 0.738  C10 1.371, C13 1.448, N24 1.348
13 C 1.299 2.158 1.038  N12 1.448, C14 1.542, H35 1.094, H36 1.090
14 C 2.266 2.152 -0.163  C13 1.542, O15 1.213, N16 1.340
15 O 2.714 3.179 -0.628  C14 1.213
16 N 2.543 0.921 -0.613  C14 1.340, C17 1.443, H37 1.015
17 C 3.480 0.670 -1.681  N16 1.443, C18 1.536, H38 1.092, H39 1.094
18 C 4.756 -0.017 -1.172  C17 1.536, N19 1.454, H40 1.093, H41 1.098
19 N 4.422 -1.313 -0.602  C18 1.454, C20 1.456, C23 1.451
20 C 4.356 -1.333 0.852  N19 1.456, C21 1.549, H42 1.093, H43 1.089
21 C 5.761 -1.729 1.369  C20 1.549, C22 1.535, H44 1.090, H45 1.089
22 C 6.472 -2.303 0.134  C21 1.535, C23 1.540, H46 1.088, H47 1.091
23 C 5.347 -2.387 -0.913  N19 1.451, C22 1.540, H48 1.094, H49 1.089
24 N -0.963 2.437 0.433  N12 1.348, C25 1.278
25 C -2.152 2.050 0.165  N24 1.278, C26 1.490, N27 1.379
26 C -3.155 3.101 -0.167  C25 1.490, H50 1.089, H51 1.086, H52 1.089
27 N -2.497 0.716 0.189  C5 1.378, C9 1.399, C25 1.379
28 H -7.212 -2.770 -1.555  C1 1.089
29 H -7.641 -2.597 0.143  C1 1.089
30 H -6.496 -3.849 -0.352  C1 1.087
31 H -6.932 -0.172 -0.802  C3 1.080
32 H -5.192 1.500 -0.533  C4 1.076
33 H -4.220 -3.337 0.133  C7 1.080
34 H -1.511 -2.391 0.698  C8 1.071
35 H 1.753 1.595 1.860  C13 1.094
36 H 1.122 3.193 1.330  C13 1.090
37 H 2.182 0.111 -0.119  N16 1.015
38 H 3.727 1.634 -2.132  C17 1.092
39 H 3.002 0.025 -2.425  C17 1.094
40 H 5.425 -0.148 -2.025  C18 1.093
41 H 5.252 0.643 -0.448  C18 1.098
42 H 3.619 -2.086 1.142  C20 1.093
43 H 4.029 -0.371 1.242  C20 1.089
44 H 6.292 -0.861 1.759  C21 1.090
45 H 5.685 -2.463 2.169  C21 1.089
46 H 6.923 -3.275 0.324  C22 1.088
47 H 7.253 -1.626 -0.213  C22 1.091
48 H 4.804 -3.331 -0.798  C23 1.094
49 H 5.706 -2.318 -1.939  C23 1.089
50 H -3.553 2.945 -1.168  C26 1.089
51 H -2.657 4.065 -0.127  C26 1.086
52 H -3.974 3.089 0.550  C26 1.089

Output
- SMILES = Cc1ccc2c(c1)cc1c(=O)n(CC(=O)NCCN3CCCC3)nc(C)n12
- Kohn-Sham gap (eV) = 8.37
- LUMO energy (hartree) = 0.0092
- energy above the lowest of the compared OMol25 structures with the same formula, charge and spin (kcal/mol) = 39.62
- highest occupied orbital energy (Ha) = -0.299